Entry 1:
{"formula": "C18H58BClMnO20P2", "method": "ωB97M-V/def2-TZVPD", "multiplicity": 6, "largest_force_ha_per_bohr": 0.0855, "lumo_ev": [-0.391, -0.403], "e_tot_ha": -4544.180605, "gap_ev": [8.099, 8.441], "homo_energy_ev": [-8.49, -8.84], "total_charge": 0, "species": ["Mn", "Cl", "B", "H", "H", "H", "H", "C", "O", "P", "O", "O", "C", "O", "C", "H", "H", "H", "H", "H", "H", "H", "H", "H", "C", "O", "P", "O", "O", "C", "O", "C", "H", "H", "H", "H", "H", "H", "H", "H", "H", "C", "C", "O", "O", "H", "H", "H", "H", "H", "H", "C", "C", "O", "O", "H", "H", "H", "H", "H", "H", "C", "C", "O", "O", "H", "H", "H", "H", "H", "H", "C", "C", "O", "O", "H", "H", "H", "H", "H", "H", "C", "C", "O", "O", "H", "H", "H", "H", "H", "H", "C", "C", "O", "O", "H", "H", "H", "H", "H", "H"], "coordinates": [[11.902540, 10.052256, -16.561524], [13.128518, 8.490433, -15.123579], [12.249315, 9.209813, -18.519559], [12.359164, 8.744733, -19.486974], [11.916504, 10.235848, -18.546395], [11.525632, 8.626004, -17.972118], [13.162421, 9.179378, -17.945488], [8.443911, 3.216206, -19.706058], [9.627214, 3.866182, -19.368085], [10.806141, 3.178824, -18.510482], [10.546851, 2.868549, -17.094028], [11.291861, 1.850155, -19.406091], [11.641354, 1.941280, -20.727413], [12.011824, 4.254857, -18.758964], [12.203473, 5.316729, -17.888228], [8.357195, 2.894354, -20.743839], [7.533497, 3.774212, -19.487223], [8.345082, 2.261050, -19.190290], [12.670509, 1.752764, -21.033033], [11.442828, 2.960876, -21.057741], [11.008596, 1.204987, -21.222980], [12.402386, 6.208201, -18.483032], [13.054888, 5.104562, -17.241547], [11.294602, 5.502798, -17.316012], [7.807168, 7.381609, -17.599913], [8.273924, 7.239239, -16.248543], [8.835636, 8.551537, -15.481572], [10.126071, 9.110373, -16.002246], [7.573961, 9.563425, -15.514956], [7.241999, 10.394446, -14.389522], [8.823245, 8.008816, -13.947375], [9.835988, 7.044964, -13.590734], [7.956220, 6.402873, -18.055935], [8.444492, 8.123156, -18.081598], [6.756197, 7.665535, -17.654201], [7.314424, 11.395263, -14.815224], [7.864993, 10.353230, -13.496051], [6.227271, 10.093621, -14.128886], [9.363057, 6.219207, -13.059175], [10.553826, 7.536321, -12.933937], [10.384782, 6.625970, -14.434166], [16.164561, 8.757344, -17.351873], [15.438625, 7.581665, -18.057045], [14.761523, 8.044382, -19.298009], [17.256301, 9.223837, -18.012873], [16.417779, 8.519809, -16.318653], [15.462499, 9.586990, -17.268810], [14.756439, 7.113046, -17.347738], [16.104427, 6.747428, -18.278102], [13.908197, 8.382449, -19.016668], [16.990187, 9.686321, -18.810929], [9.334379, 11.686908, -18.300457], [8.107555, 12.485028, -17.801403], [8.514347, 13.804123, -17.531441], [10.296422, 11.575242, -17.272721], [9.748073, 11.959412, -19.271389], [9.078528, 10.629926, -18.374191], [7.814832, 12.106029, -16.822230], [7.199348, 12.503153, -18.403841], [7.692170, 14.148415, -17.174942], [10.695370, 12.439943, -17.151378], [12.755137, 12.260486, -22.391636], [12.538877, 11.355685, -21.137290], [13.702543, 10.655747, -20.642283], [13.816811, 13.191066, -22.060525], [11.818455, 12.781544, -22.589677], [13.125741, 11.703586, -23.252230], [11.670697, 10.714313, -21.288965], [12.201836, 12.032479, -20.352151], [13.469035, 10.143880, -19.864423], [14.161830, 13.601283, -22.856935], [9.980736, 7.294462, -20.897025], [8.478692, 6.926172, -21.250119], [8.132967, 7.356292, -22.578145], [9.936560, 8.574980, -20.312829], [10.591367, 7.197019, -21.794655], [10.398861, 6.583874, -20.184052], [7.770462, 7.345231, -20.535346], [8.385035, 5.841506, -21.196907], [8.333332, 8.291715, -22.658382], [10.690518, 8.632223, -19.721331], [13.416235, 5.830077, -21.466069], [13.174132, 4.912435, -22.632711], [11.786967, 4.960586, -23.009554], [14.815494, 5.897730, -21.146154], [12.886135, 5.445806, -20.594616], [12.975300, 6.802336, -21.686096], [13.522410, 3.917946, -22.353815], [13.765176, 5.255381, -23.481921], [11.676642, 4.232485, -23.625433], [14.925294, 6.566248, -20.465984], [12.288425, 12.429887, -14.758937], [13.581401, 12.207600, -15.515279], [13.198465, 11.691433, -16.840100], [11.515080, 11.166387, -14.684375], [11.623521, 13.132084, -15.261865], [12.478033, 12.734521, -13.729694], [14.330949, 11.634323, -14.969725], [14.064593, 13.182064, -15.586407], [13.341610, 12.402613, -17.468856], [10.940507, 11.261089, -13.921169]], "forces_ev_per_angstrom": [[-0.28, -1.37, 1.02], [0.09, 0.23, -0.05], [-0.17, -0.40, -0.59], [0.39, -1.32, -3.38], [-1.28, 3.79, -0.86], [-2.76, -2.35, 1.92], [3.32, -0.12, 1.98], [-1.40, -1.87, -0.04], [1.16, 0.43, 0.24], [1.96, -0.49, -0.78], [-0.19, 0.05, -1.28], [-0.62, 1.68, 4.02], [-0.53, 0.74, -2.16], [-1.68, -2.85, -1.20], [-0.02, 1.24, 0.84], [0.60, 0.57, -0.37], [0.37, 0.48, 0.22], [0.02, 0.01, 0.46], [0.30, -0.27, 0.89], [-0.22, -0.04, -0.65], [0.04, 0.21, -0.56], [0.14, 0.04, 0.02], [-0.15, 0.13, 0.14], [0.16, 0.10, 0.33], [0.66, -0.10, -0.21], [0.41, 1.52, 0.94], [-0.54, -1.10, 0.60], [-2.66, -1.03, 0.86], [1.78, -1.29, 0.36], [-0.46, 0.47, -0.59], [0.20, 0.86, -2.03], [0.57, -0.31, 0.54], [-0.03, 0.16, -0.12], [-0.17, -0.08, -0.49], [0.05, 0.04, 0.25], [-0.43, 0.19, 0.48], [0.30, -0.52, -0.31], [0.03, 0.45, 0.15], [-0.18, 0.19, -0.06], [-0.02, -0.04, -0.09], [-0.15, 0.26, -0.18], [-2.21, -0.60, 0.17], [-0.21, 0.67, -0.08], [1.92, -1.29, 1.25], [2.25, 0.43, -0.88], [0.24, -0.38, -0.09], [-0.63, -0.06, 0.16], [-0.60, 0.43, -0.03], [0.38, 0.36, -0.58], [-0.09, -0.08, 0.01], [-0.15, -0.12, -0.11], [-1.52, -1.50, 0.25], [0.91, -0.70, 0.38], [-0.11, 0.81, -0.15], [0.51, 1.31, 0.33], [0.05, 0.51, 0.14], [-0.63, 0.02, -0.58], [-0.01, -0.86, -0.07], [0.31, -0.44, -0.67], [0.30, 0.94, 0.18], [0.02, 0.28, 0.12], [1.79, -0.62, 1.25], [0.39, 0.47, 0.34], [-0.34, 1.09, -1.64], [-0.68, -0.05, 0.30], [-0.08, -0.06, -0.13], [-0.51, -0.32, -0.08], [0.12, -0.47, -0.35], [-0.02, 0.41, 0.22], [-0.31, 0.05, -0.13], [-0.13, -0.11, -0.10], [-2.04, -0.72, 0.18], [1.62, 0.07, -0.53], [-0.05, -0.52, 0.47], [-0.08, 0.48, -0.28], [-0.06, 0.35, -0.23], [-0.15, -0.28, 0.17], [0.21, 0.22, 0.25], [-0.11, -0.03, -0.41], [0.07, 0.11, 0.14], [0.23, 0.30, 0.08], [0.26, 0.20, 0.91], [0.39, 0.39, -0.32], [0.47, -0.33, 0.51], [-0.75, -0.68, -1.09], [-0.23, -0.13, 0.00], [0.22, 0.33, -0.14], [-0.21, -0.27, -0.09], [0.25, -0.02, -0.05], [-0.28, 0.05, -0.12], [-0.14, 0.58, 0.29], [-0.68, -1.38, 0.65], [-0.61, 0.84, -0.11], [1.33, 0.97, 1.53], [1.08, 1.69, 0.11], [0.30, 0.38, -0.03], [0.16, 0.29, -0.11], [-0.47, -0.91, -0.44], [-0.11, 0.19, -0.47], [0.04, -0.18, -0.45], [-0.18, -0.41, -0.08]]}

=====

Entry 2:
{"formula": "C7H13O", "method": "ωB97M-V/def2-TZVPD", "multiplicity": 2, "largest_force_ha_per_bohr": 0.1036, "lumo_ev": [-0.365, -1.546], "e_tot_ha": -349.414575, "relative_energy_kj_mol": 673.00, "gap_ev": [7.641, 5.936], "homo_energy_ev": [-8.01, -7.48], "total_charge": 0, "species": ["C", "O", "C", "C", "C", "C", "C", "C", "H", "H", "H", "H", "H", "H", "H", "H", "H", "H", "H", "H", "H"], "coordinates": [[1.750934, 0.516556, -2.472106], [1.758193, -0.723584, -2.959241], [1.049575, 0.701375, -1.082711], [-0.251029, -0.082620, -1.032713], [-1.145464, 0.110498, 0.203942], [-0.361303, -0.153866, 1.519883], [-1.201085, -1.339569, 2.300172], [-1.272454, -0.001552, 2.766568], [1.079482, 1.089986, -3.149176], [2.670347, 1.119400, -2.474395], [1.775553, 0.319005, -0.357935], [0.942676, 1.783221, -1.006468], [-0.044366, -1.158083, -1.020433], [-0.717370, 0.039174, -2.020047], [-1.493891, 1.147303, 0.169423], [-2.062201, -0.453666, 0.032823], [0.670462, -0.453479, 1.377755], [0.155311, 1.279824, 1.355863], [-0.611787, -2.226876, 2.548983], [-0.751397, 0.212968, 3.700677], [-1.940187, -1.726015, 1.599135]], "forces_ev_per_angstrom": [[-1.06, 1.18, 0.83], [0.46, -0.26, -0.20], [0.69, -0.79, -0.70], [0.07, -0.92, 0.03], [0.29, 1.27, -1.80], [-0.37, 4.43, -2.94], [-0.37, -0.91, 0.50], [0.39, -1.09, 0.90], [-0.02, -0.20, -0.29], [0.43, -0.53, -0.25], [-0.15, 0.35, 0.22], [-0.20, 0.04, 0.47], [0.51, 0.03, -0.19], [-0.59, 0.28, 0.46], [-0.03, -0.01, 0.36], [0.19, -0.44, 0.48], [0.07, -0.75, 0.32], [-0.76, -2.54, 1.04], [0.17, 0.30, 1.25], [0.12, -0.12, -0.02], [0.15, 0.69, -0.48]]}

=====

Entry 3:
{"formula": "C7H15NO", "method": "ωB97M-V/def2-TZVPD", "multiplicity": 1, "largest_force_ha_per_bohr": 0.0412, "lumo_ev": 0.717, "smiles": "C=CCN/C=C/CC.O", "e_tot_ha": -405.634567, "relative_energy_kj_mol": 269.75, "gap_ev": 8.834, "homo_energy_ev": -8.12, "total_charge": 0, "species": ["C", "C", "C", "C", "N", "C", "C", "C", "H", "H", "H", "H", "H", "H", "H", "H", "H", "H", "H", "H", "H", "H", "H", "O"], "coordinates": [[2.198565, 1.380891, -2.674830], [1.244256, 2.119077, -1.691430], [0.927154, 1.205540, -0.533076], [-0.233227, 1.345010, 0.121415], [-0.547361, 0.589201, 1.266434], [-1.772746, -0.203523, 1.125210], [-2.700045, -2.273155, 0.137128], [-1.658031, -1.457704, 0.303084], [2.102926, 1.697849, -3.713537], [1.931640, 0.322644, -2.731352], [3.213132, 1.448018, -2.281432], [0.334945, 2.258213, -2.283246], [1.529242, 3.147997, -1.466600], [1.623165, 0.480976, -0.137309], [-1.003534, 2.094231, -0.024247], [0.191719, 0.036243, 1.694424], [-2.254909, -0.360839, 2.092157], [-2.509201, 0.455928, 0.643958], [-3.725688, -2.136139, 0.446844], [-2.489582, -3.227767, -0.329765], [-0.681953, -1.830651, 0.019773], [2.161082, -1.643437, 1.303014], [1.156237, -2.870040, 1.605709], [1.703661, -2.165525, 1.987237]], "forces_ev_per_angstrom": [[-0.19, 0.15, 0.55], [-0.14, -1.07, -1.51], [-1.29, 1.66, 0.24], [0.97, -1.01, 1.12], [-0.68, -0.49, 0.42], [-0.25, 1.28, -0.34], [0.92, -0.57, -0.50], [-1.09, -0.58, 1.10], [0.36, 0.53, 0.16], [-0.04, -0.01, 0.32], [0.18, -0.03, -0.45], [-0.30, -0.03, 0.32], [0.57, -0.23, 0.33], [0.30, -0.12, -0.28], [0.11, 0.01, -0.80], [0.06, 0.22, -0.42], [0.44, -0.45, 0.16], [0.16, -0.03, -0.15], [0.03, 0.45, 0.15], [-0.23, -0.05, -0.16], [0.14, 0.33, -0.20], [-0.54, -0.79, 0.16], [0.47, 0.55, -0.26], [0.05, 0.28, 0.08]]}

=====

Entry 4:
{"formula": "C4H6ErLiO2", "method": "ωB97M-V/def2-TZVPD", "multiplicity": 5, "largest_force_ha_per_bohr": 0.0869, "lumo_ev": [-4.362, -5.133], "e_tot_ha": -1328.781538, "relative_energy_kj_mol": 0.00, "gap_ev": [6.311, 7.379], "homo_energy_ev": [-10.67, -12.51], "total_charge": 1, "species": ["O", "Er", "C", "C", "H", "H", "H", "H", "C", "C", "O", "Li", "H", "H"], "coordinates": [[0.795730, -0.713832, 1.751401], [-1.153347, -1.526270, 1.794977], [1.499506, -0.238970, 0.653561], [0.690039, 0.722331, -0.222899], [2.403261, 0.311167, 0.985877], [0.543861, 1.632520, 0.385461], [1.272778, 1.022381, -1.110039], [1.865420, -1.070796, 0.012698], [-0.825586, -0.960202, -0.878921], [-0.818853, 0.410518, -0.667384], [-1.645257, 1.366384, -0.807390], [-2.922786, 2.091436, 0.403863], [-0.040897, -1.720237, -0.822102], [-1.663870, -1.326432, -1.479103]], "forces_ev_per_angstrom": [[-3.07, -1.27, 0.67], [2.75, 1.28, -1.21], [0.70, 0.05, -1.38], [-1.25, 2.27, 0.72], [-0.43, -0.27, -0.10], [0.41, 0.06, -0.20], [-0.30, -0.15, 0.23], [-0.10, 0.18, 0.45], [-3.64, -1.24, 0.03], [4.39, -0.57, 0.60], [-0.49, -0.98, 0.93], [0.68, -0.19, -0.84], [0.50, 1.05, -0.08], [-0.14, -0.21, 0.20]]}

=====

Entry 5:
{"formula": "C15H18Cl2N2O6S", "method": "ωB97M-V/def2-TZVPD", "multiplicity": 1, "largest_force_ha_per_bohr": 0.3351, "lumo_ev": -0.941, "e_tot_ha": -2461.307976, "gap_ev": 7.904, "homo_energy_ev": -8.85, "total_charge": 0, "species": ["C", "C", "O", "C", "C", "H", "H", "H", "C", "N", "C", "O", "C", "H", "O", "C", "O", "C", "C", "C", "C", "C", "C", "Cl", "H", "Cl", "S", "O", "O", "N", "H", "H", "H", "H", "C", "H", "H", "H", "H", "H", "H", "H", "H", "H"], "coordinates": [[-2.244777, 0.214149, -3.115196], [-2.619270, 0.090367, -1.762720], [-3.206473, -1.077483, -1.623202], [-3.811399, -1.396445, -0.311765], [-4.473589, -2.923256, -0.379014], [-3.803289, -3.590014, -0.384541], [-5.011391, -3.046995, 0.924806], [-5.304577, -2.800779, -1.096483], [-2.783705, -1.194153, 0.639209], [-2.046410, 0.025813, 0.568152], [-2.238613, 1.174566, 1.592098], [-2.944441, 0.886384, 2.472224], [-1.389179, 2.113505, 1.297971], [-1.306121, 2.808209, 2.453149], [-0.128852, 2.163743, 0.696551], [0.661745, 1.308692, 1.545542], [0.504670, 0.530896, 2.449473], [2.010052, 1.194863, 0.797101], [2.866153, 0.171904, 0.835956], [3.956240, -0.083189, 0.421116], [4.496537, 0.864610, -0.572489], [3.740761, 2.156353, -0.517391], [2.608345, 2.361645, -0.027477], [1.774180, 3.800208, -0.171430], [4.290297, 3.013458, -1.517704], [6.152274, 0.648277, -1.202450], [4.848251, -1.880106, 0.520204], [5.248923, -2.045321, -0.790737], [3.971693, -2.540757, 1.510294], [6.251570, -1.236703, 1.396776], [6.227212, -1.372344, 2.240523], [7.035739, -1.487309, 0.727608], [2.380664, -0.676634, 1.541438], [-1.986314, 2.857242, 0.746015], [-1.638265, 0.219836, -0.765022], [-1.146012, 1.485041, -0.854261], [-0.801969, -0.450705, -1.162090], [-3.113331, -1.263874, 2.019380], [-2.003744, -1.959515, 0.580164], [-4.741148, -0.461788, 0.022143], [-3.447516, 0.802837, -1.386633], [-1.999820, 1.265953, -3.139126], [-1.651139, -0.595656, -3.372054], [-3.183967, -0.075521, -3.846097]], "forces_ev_per_angstrom": [[-3.44, 1.11, -3.55], [-5.05, 2.80, 2.40], [-3.56, -6.20, 1.44], [-4.34, 0.88, -1.76], [-6.10, 8.81, 4.72], [4.95, -5.25, -0.88], [1.46, 0.40, -4.23], [0.68, -0.93, 0.36], [2.14, -0.92, 7.77], [-0.74, 1.76, 0.60], [-2.23, -11.97, -3.25], [-2.02, 1.22, 2.95], [3.24, 12.99, 2.58], [-0.17, -1.99, -3.22], [0.02, -3.67, 4.15], [4.16, -1.74, -3.41], [-2.01, 2.12, -0.48], [0.34, 6.01, -2.15], [-14.00, -2.62, 9.09], [14.43, -2.76, -9.00], [-1.00, 0.64, 3.72], [11.02, -0.78, -8.75], [-7.64, -2.79, 5.25], [-0.11, 1.78, -0.46], [-1.86, -2.42, 3.64], [-1.83, 0.97, 0.09], [-2.65, 6.81, 7.65], [0.97, -2.63, -3.15], [2.00, -0.31, -2.54], [-0.81, -0.06, -15.10], [0.26, -2.37, 11.50], [-0.78, 0.52, 2.09], [1.11, 1.48, -1.41], [0.07, 0.06, -0.06], [6.51, 4.92, -0.12], [-1.49, -4.22, -0.26], [-0.28, 0.53, 1.26], [0.49, 0.07, -4.53], [-0.20, -0.45, -0.18], [2.43, -2.77, -1.50], [0.74, 0.32, -1.13], [1.00, 0.08, -1.48], [2.38, -0.80, -0.59], [1.93, 1.35, 1.93]]}

=====

Which value of multiplicity does entry 4 give? 5